# 1
# C13H34BNO6PS

3 unconnected molecules or ions with the total composition C13H34BNO6PS in a non-equilibrium geometry (the ωB97M-V functional and the def2-TZVPD basis, the Open Molecules 2025 dataset).

The geometry in XYZ format:
```
57
C13H34BNO6PS, DFT the ωB97M-V functional and the def2-TZVPD basis
C 4.3747 1.7904 3.3502
C 3.3759 0.8911 2.3543
C 1.8321 1.3865 2.7651
N 0.7643 0.7181 1.9281
C -0.6121 1.2824 2.2407
P -1.7058 -0.2067 2.7948
O -1.7126 -0.1742 4.5711
O -1.0420 -1.7689 2.3586
S -3.5809 -0.0146 2.2596
C -1.2550 2.4120 1.2292
O -2.2678 3.0852 2.0567
B -1.6915 3.1929 3.4116
O -0.6452 2.1185 3.4866
H 4.5541 1.2195 4.3573
H 5.3554 2.1081 2.7879
H 3.7729 2.7883 3.5612
H 3.4637 -0.2485 2.6732
H 3.6131 1.0592 1.2182
H 1.7422 1.1629 3.9313
H 1.7913 2.5496 2.5499
H 1.0047 0.8192 0.9025
H -0.9053 -0.7308 4.8004
H -0.3178 -1.9353 3.0338
H -0.3784 3.2175 1.1555
H -1.4834 2.1384 0.1149
H -1.2683 4.2657 3.7109
H -2.3508 2.9209 4.3557
C 0.3213 0.4133 -4.1975
C 0.7078 1.2238 -2.9720
O 1.7177 0.6061 -2.1794
C 2.9691 0.3640 -2.8159
C 3.6444 1.6271 -3.3226
H -0.0154 -0.5875 -3.9057
H -0.4869 0.9096 -4.7436
H 1.1612 0.2870 -4.8855
H -0.1724 1.3319 -2.3289
H 1.0127 2.2378 -3.2489
H 2.8484 -0.3680 -3.6211
H 3.6166 -0.1037 -2.0680
H 3.0497 2.1292 -4.0888
H 4.6202 1.3890 -3.7595
H 3.7918 2.3382 -2.5029
C -1.3909 -2.6779 -0.6337
C -2.5995 -2.0628 -1.3188
O -2.8745 -2.6278 -2.5975
C -3.1585 -4.0235 -2.6305
C -4.3735 -4.4133 -1.8060
H -0.5012 -2.5825 -1.2657
H -1.1981 -2.1780 0.3206
H -1.5340 -3.7423 -0.4305
H -2.4074 -0.9969 -1.4823
H -3.4872 -2.1212 -0.6814
H -2.2762 -4.5961 -2.3264
H -3.3479 -4.2808 -3.6770
H -4.2340 -4.1959 -0.7447
H -4.5731 -5.4858 -1.9040
H -5.2576 -3.8605 -2.1410
```

Orbital gap: 0.235 Eh
HOMO energy: -3.84 eV
Total charge: -1

# 2
# C3H4Cl2O2S

2 unconnected molecules or ions with the total composition C3H4Cl2O2S in a non-equilibrium geometry (the ωB97M-V functional and the def2-TZVPD basis, the Open Molecules 2025 dataset).

The geometry in XYZ format:
```
12
C3H4Cl2O2S, DFT the ωB97M-V functional and the def2-TZVPD basis
C -1.0530 0.7348 -0.0357
C 0.1507 -0.1453 0.0435
C 1.4411 0.4549 -0.1911
H -2.8923 -0.8804 1.1893
H -1.1275 1.4564 0.6598
H -0.9992 1.1206 -1.0135
H 2.4018 -1.5432 -0.9088
O 2.5087 -0.3391 -0.3769
O 1.6031 1.6616 -0.1428
S -2.7089 -0.0720 -0.1966
Cl 0.2888 -1.6523 -0.8238
Cl 0.3868 -0.7961 1.7966
```

Orbital gap: 0.350 Eh
HOMO energy: -9.85 eV
Energy above the lowest of the compared OMol25 structures with the same formula, charge and spin: 54.6 kcal per mole

no.,E (eV)
1,-48607.434
2,-43147.709